Entry 1:
The molecule C4H7NO. Source: the Open Molecules 2025 dataset; level of theory: ωB97M-V/def2-TZVPD.

CARTESIAN COORDINATES (ANGSTROEM)
C: 1.6915 0.3877 0.0291
H: 2.7415 0.4336 -0.2175
C: 0.6243 1.1826 0.4426
N: 0.8697 -0.8381 -0.1487
H: -1.4082 0.1953 -1.3993
H: -2.2363 0.7021 0.0728
C: -0.3099 -0.0709 0.4507
H: -0.4642 -0.4589 1.4605
H: -2.1227 -1.0259 -0.3052
H: 0.7133 -1.0951 -1.1277
H: 1.1396 -1.6805 0.3683
C: -1.5874 -0.0708 -0.3518
O: 0.3488 2.3388 0.7261

Output
HOMO level: -7.6 eV
SMILES: C[C@H]1[NH2+]C=C1[O-]
E_tot: -286.52530 hartree
Charge: 0

---

Entry 2:
A cluster of 3 separate species, C4H7NO in total. Source: the Open Molecules 2025 dataset; level of theory: ωB97M-V/def2-TZVPD.

CARTESIAN COORDINATES (ANGSTROEM)
H: 0.0083 0.0377 2.4964
H: 2.1974 1.2869 -1.1624
N: -1.3965 1.9070 -0.8646
O: 2.2739 0.0543 0.4358
H: -2.6354 -1.0039 -0.2040
C: -1.6470 -0.6488 -0.4789
H: -0.7191 -2.5366 -0.4139
H: 0.6680 -0.0276 2.1552
H: 1.1225 1.7186 0.3154
C: -1.5149 0.7665 -0.6958
H: 0.3853 -1.1170 -0.8517
C: -0.6066 -1.4730 -0.5943
C: 1.8641 1.0357 -0.1372

Output
HOMO level: -10.4 eV
SMILES: C=CC#N.[H][H].C=O
E_tot: -286.50531 hartree
Charge: 0

---

Entry 3:
The molecule C4H7NO. Source: the Open Molecules 2025 dataset; level of theory: ωB97M-V/def2-TZVPD.

CARTESIAN COORDINATES (ANGSTROEM)
H: -1.1863 -1.6513 0.9898
O: -1.6188 -0.7884 0.9893
H: 1.4335 -0.4097 1.0844
H: -0.6401 2.1708 -0.1434
C: -1.0443 -0.0256 -0.0431
N: 0.8823 0.7572 -0.6900
H: 2.3165 -0.8040 -0.4770
C: 0.1656 -0.5641 -0.7674
H: 0.1298 -1.1745 -1.6666
C: 1.4218 -0.4076 -0.0049
H: -1.8312 0.2444 -0.7559
C: -0.1937 1.2469 0.2308
H: 0.1647 1.4059 1.2540

Output
HOMO level: -9.5 eV
SMILES: O[C@H]1CN2C[C@@H]12
E_tot: -286.52443 hartree
Charge: 0

---

Entry 4:
A structure of composition C4H7NO. Source: the Open Molecules 2025 dataset; level of theory: ωB97M-V/def2-TZVPD.

CARTESIAN COORDINATES (ANGSTROEM)
O: -0.9468 -0.1422 1.2208
C: 1.7637 0.4457 -0.5822
H: 2.7539 0.0018 -0.7079
H: -2.8875 -0.7353 0.9641
H: 0.2816 -1.3089 -1.2936
H: 1.6814 1.3705 -1.1686
C: 0.1721 -0.0106 0.4980
N: 1.3425 0.6901 0.8429
C: -2.0212 -0.4970 0.3482
H: -2.2335 0.3438 -0.3231
H: 1.3040 1.6482 1.1843
H: -1.7632 -1.3648 -0.2683
C: 0.5528 -0.4413 -0.7146

Output
HOMO level: -8.1 eV
E_tot: -286.52467 hartree
Charge: 0

---

Entry 5:
The molecule C4H7NO. Source: the Open Molecules 2025 dataset; level of theory: ωB97M-V/def2-TZVPD.

CARTESIAN COORDINATES (ANGSTROEM)
C: -0.2364 0.7519 -0.7689
C: -0.9978 -0.5278 -0.4107
H: -0.9326 -1.5368 1.2889
H: 0.3129 0.5494 1.1524
C: 1.7387 -0.3600 0.4295
H: 1.4678 1.7710 0.2318
H: -0.4392 -1.3758 -0.8247
H: 0.0027 0.7590 -1.8407
N: 2.1225 -1.3555 0.8804
C: 0.9090 0.8261 0.2423
H: -2.0135 -0.5139 -0.8098
O: -1.0816 -0.6284 1.0092
H: -0.8526 1.6409 -0.5797

Output
HOMO level: -10.7 eV
SMILES: N#CCCCO
E_tot: -286.56675 hartree
Charge: 0

---

Entry 6:
The molecule C4H7NO. Source: the Open Molecules 2025 dataset; level of theory: ωB97M-V/def2-TZVPD.

CARTESIAN COORDINATES (ANGSTROEM)
C: -1.4796 -0.4800 1.0502
C: -0.7370 0.6490 0.3573
H: 1.9518 0.6136 1.0756
H: -0.4132 1.3591 1.1282
H: -0.8641 -1.3718 1.2769
O: -2.6441 -0.4048 1.3518
H: 2.1794 -0.9230 0.0014
C: 0.4387 -0.1109 -1.6439
H: -0.4332 -0.5447 -2.1122
C: 1.5753 -0.1027 0.3593
N: 0.4587 0.1655 -0.3396
H: 1.3755 -0.0166 -2.1722
H: -1.4082 1.1672 -0.3329

Output
HOMO level (alpha / beta): -7.4 / -7.4 eV
E_tot: -286.48771 hartree
Charge: 0